ORCA calculation (the ωB97M-V functional and the def2-TZVPD basis) on C68H49N12O10RbS3 as an isolated structure at a distorted geometry.

The HOMO energy is -0.3613 eV. Its HOMO-LUMO gap is 2.87 eV. The calculation puts the total energy at -142827.289 eV. As for the net charge: -2.

Structure (XYZ):
```
143
Properties=species:S:1:pos:R:3:forces:R:3
Rb -0.0011 0.4894 0.4272 1.0 -0.3 0.0
C 0.3652 4.5236 4.4611 -0.2 0.1 -0.2
O 1.2586 3.4110 4.6216 0.2 -0.2 0.1
C 0.7805 2.4391 3.7927 -0.4 0.3 0.0
N -0.2800 2.6778 3.1551 -0.1 -0.2 -0.3
C -0.8046 3.9551 3.6047 0.2 0.1 0.4
C -2.0901 3.7439 4.3960 0.0 -0.1 -0.1
C -2.6733 2.4815 4.4817 0.0 0.1 -0.1
C -3.8321 2.2972 5.2226 0.0 0.0 0.0
C -4.4258 3.3664 5.8768 0.0 0.0 0.0
C -3.8574 4.6281 5.7812 0.0 0.1 0.0
C -2.6964 4.8146 5.0462 0.0 0.0 0.0
C 1.4578 1.1304 3.7917 0.3 -0.1 0.2
C 2.8207 0.9818 4.0091 -0.1 0.0 0.0
C 3.3444 -0.2990 3.9836 0.0 0.0 0.0
C 2.5009 -1.3772 3.7617 -0.1 0.0 0.0
C 1.1476 -1.1193 3.5820 0.2 0.0 0.2
N 0.6395 0.1029 3.6075 -0.2 0.0 -0.1
C 0.1561 -2.2012 3.3471 -0.2 -0.4 -0.2
N -0.3213 -2.5004 2.2237 0.3 0.3 -0.3
C -1.2856 -3.5865 2.4000 -0.1 -0.1 0.3
C -1.1774 -3.9015 3.9177 -0.1 -0.2 -0.3
O -0.2625 -2.9157 4.4324 0.2 0.2 0.2
C -0.9975 -4.7296 1.4498 0.1 0.1 0.1
C -0.5271 -4.4333 0.1708 0.0 0.1 0.0
C -0.2110 -5.4522 -0.7128 0.1 0.1 0.0
C -0.3672 -6.7794 -0.3369 0.0 -0.1 0.0
C -0.8850 -7.0809 0.9134 0.0 0.0 -0.1
C -1.2054 -6.0597 1.7980 0.0 0.0 0.0
H 0.9035 5.3247 3.9497 0.0 0.0 0.0
H 0.0537 4.8569 5.4503 0.0 0.0 0.0
H -1.0129 4.6001 2.7484 0.0 0.0 0.0
H -2.2257 1.6542 3.9467 0.0 0.0 0.0
H -4.2712 1.3096 5.2849 0.0 0.0 0.0
H -5.3308 3.2195 6.4536 0.0 0.0 0.0
H -4.3221 5.4702 6.2804 0.0 0.0 0.0
H -2.2654 5.8081 4.9726 0.0 0.0 0.0
H 3.4404 1.8525 4.1667 0.0 0.0 0.0
H 4.4050 -0.4575 4.1300 0.0 0.0 0.0
H 2.8809 -2.3900 3.7290 0.0 0.0 0.0
H -2.2656 -3.1814 2.1307 0.1 0.0 0.1
H -0.7528 -4.8882 4.1139 0.0 0.0 0.0
H -2.1227 -3.7983 4.4487 0.0 0.0 0.0
H -0.4049 -3.3953 -0.1145 0.0 0.0 0.0
H 0.1663 -5.2045 -1.6982 0.0 0.0 0.0
H -0.0989 -7.5766 -1.0201 0.0 0.0 0.0
H -1.0367 -8.1137 1.2050 0.0 0.0 0.0
H -1.6156 -6.3157 2.7682 0.0 0.0 0.0
S 3.0139 -5.6739 3.3477 0.1 -0.2 -0.2
C 3.4763 -7.2434 3.8588 -0.1 0.2 0.0
C 4.1323 -7.9190 2.8777 0.0 -0.1 0.1
C 4.2706 -7.1566 1.6928 0.0 0.2 -0.2
C 3.7125 -5.9093 1.7754 0.0 -0.3 0.4
C 3.6635 -4.8527 0.7718 -0.1 0.3 -0.2
C 2.8937 -3.6886 0.9995 0.0 -0.1 -0.1
N 2.7871 -2.6836 0.1746 -0.1 0.1 0.0
C 3.4507 -2.7395 -0.9939 0.2 -0.3 0.1
C 4.2625 -3.8497 -1.3287 -0.2 0.3 0.0
C 4.9852 -3.8522 -2.5622 0.1 -0.1 -0.2
C 4.9144 -2.8053 -3.4092 0.1 -0.1 0.0
C 4.0993 -1.6689 -3.1131 -0.3 0.0 0.3
C 4.0101 -0.5756 -3.9855 0.0 0.1 0.0
C 3.2175 0.5033 -3.6656 0.1 -0.2 0.1
C 2.5167 0.4356 -2.4366 -0.2 0.1 0.0
N 2.5685 -0.5764 -1.6110 0.1 -0.2 0.3
C 3.3509 -1.6295 -1.9141 0.2 0.3 -0.5
C 3.0996 1.6736 -4.5311 -0.1 0.4 0.0
C 3.7350 1.9185 -5.7218 0.0 -0.1 0.0
C 3.4002 3.1706 -6.2858 0.1 0.0 -0.1
C 2.5124 3.8605 -5.5163 -0.1 0.0 0.3
S 2.0703 3.0006 -4.1072 0.3 -0.1 -0.3
C 4.3492 -4.9117 -0.4209 0.0 0.0 0.2
H 3.2331 -7.5740 4.8556 0.0 0.0 0.0
H 4.5054 -8.9266 2.9938 0.0 0.0 0.0
H 4.7591 -7.5248 0.8017 0.0 0.0 0.0
H 2.3166 -3.6069 1.9126 -0.1 0.0 0.1
H 5.6027 -4.7129 -2.7950 0.0 0.0 0.0
H 5.4795 -2.8038 -4.3349 0.0 0.0 0.0
H 4.5808 -0.5965 -4.9068 0.0 0.0 0.0
H 1.8859 1.2637 -2.1206 0.0 0.0 0.0
H 4.4235 1.2271 -6.1869 0.0 0.0 0.0
H 3.8049 3.5403 -7.2173 0.0 0.0 0.0
H 2.0860 4.8320 -5.7087 0.0 0.0 0.0
H 4.9744 -5.7640 -0.6630 0.0 0.0 0.0
N -8.1056 1.7742 -1.4309 -0.3 0.1 -0.1
C -6.8875 1.1946 -1.0806 0.4 -0.3 0.1
C -5.9354 1.9186 -0.3655 -0.1 0.1 -0.1
C -4.7416 1.3328 0.0081 0.1 0.0 0.1
C -4.4895 0.0076 -0.3039 0.2 -0.1 0.1
C -5.4355 -0.7337 -0.9998 0.0 0.0 0.0
C -6.6214 -0.1414 -1.3923 0.0 0.1 0.0
S -2.9813 -0.7457 0.2866 -0.4 -0.6 -0.5
O -2.4169 0.2177 1.2135 -0.6 0.1 0.2
O -3.3628 -2.0095 0.8959 -0.2 0.0 -0.2
N -1.9280 -0.8913 -0.9043 -0.7 0.0 0.7
C -2.0059 -1.8207 -1.8632 0.0 -0.5 -0.4
N -3.1012 -2.6067 -2.0389 0.0 0.3 0.2
C -3.0941 -3.4551 -3.0474 0.0 -0.1 -0.1
C -2.0325 -3.5950 -3.9282 0.0 0.0 0.1
C -0.9318 -2.7962 -3.6381 0.0 0.0 0.0
N -0.8919 -1.9391 -2.6421 0.0 0.1 0.3
H -8.0548 2.7777 -1.5026 0.0 0.1 0.0
H -8.4913 1.3959 -2.2825 0.0 0.0 -0.1
H -6.1322 2.9573 -0.1219 0.0 0.0 0.0
H -3.9964 1.8851 0.5658 0.0 0.0 0.0
H -5.2193 -1.7669 -1.2246 0.0 -0.1 -0.1
H -7.3526 -0.7117 -1.9546 0.0 0.0 0.0
H -3.9912 -4.0629 -3.1595 0.0 0.0 0.0
H -2.0522 -4.2769 -4.7663 0.0 0.0 0.0
H -0.0254 -2.8544 -4.2405 0.0 0.0 0.0
O 2.3062 2.0629 1.2681 0.2 0.1 0.1
C 1.9280 2.8495 0.3821 0.3 0.3 -0.1
O 1.1592 2.6491 -0.5746 0.0 0.6 -0.2
C 2.5256 4.2671 0.4250 0.0 -0.2 0.0
C 1.7699 5.3657 0.0463 -0.1 0.3 -0.1
C 2.3591 6.6257 0.0236 0.5 -0.9 0.3
C 3.6962 6.8056 0.3279 0.2 0.3 0.0
C 4.4344 5.6994 0.7106 -1.1 -0.3 -0.2
C 3.8539 4.4357 0.7790 0.3 0.2 0.2
N 5.8259 5.8780 1.0683 0.7 0.1 0.2
O 6.3080 6.9936 0.9824 -0.1 0.1 -0.1
O 6.4538 4.9078 1.4424 -0.1 -0.2 0.0
N 1.5682 7.7894 -0.3239 -0.4 0.6 -0.2
O 0.3603 7.7021 -0.2440 -0.1 -0.2 0.0
O 2.1526 8.8015 -0.6700 0.2 0.0 0.0
H 0.7364 5.2376 -0.2464 0.0 0.0 0.0
H 4.1471 7.7839 0.2825 0.0 0.0 0.0
H 4.4310 3.5818 1.1044 0.0 0.0 0.0
C -0.7811 1.4381 -3.3475 -0.1 0.1 -0.1
C -2.0811 1.5698 -3.7438 0.7 0.0 -0.1
C -2.7042 0.5965 -4.6157 -0.3 -0.2 -0.1
C -3.9620 0.7625 -5.1031 0.2 0.1 0.0
C -4.7227 1.9207 -4.7947 -0.1 0.0 0.0
C -4.1544 2.8747 -3.9067 0.2 -0.1 0.0
C -2.9050 2.7069 -3.3924 -0.3 0.1 0.0
C -5.9852 2.1098 -5.3723 -0.5 0.1 -0.1
N -7.0360 2.2646 -5.8525 0.2 0.0 0.1
H -0.2909 2.1799 -2.7271 -0.2 0.0 0.1
H -0.1960 0.5858 -3.6722 0.0 -0.1 0.1
H -2.1310 -0.2826 -4.8898 0.0 0.0 0.0
H -4.3993 0.0223 -5.7653 0.0 0.0 0.0
H -4.7360 3.7536 -3.6484 0.0 0.0 0.0
H -2.4917 3.4449 -2.7123 0.0 0.0 0.0
```
Positions in Å, forces in eV/Å.

These are the Löwdin partial charges, in e, on atoms 1 to 2: Rb 0.90; C -0.08

---

ORCA calculation (the ωB97M-V functional and the def2-TZVPD basis) on a 5-piece molecular cluster, C37H69BrIN4O15S overall at a distorted geometry.

The HOMO energy is -11.1616 eV. Its HOMO-LUMO gap is 7.18 eV. The calculation puts the total energy at -165123.279 eV. As for the net charge: +1.

Structure (XYZ):
```
128
Properties=species:S:1:pos:R:3:forces:R:3
C -1.0999 -5.2056 -4.5211 -0.4 -0.4 -0.7
C -0.7911 -5.5709 -3.4097 -1.1 0.1 1.8
C -0.7960 -5.9035 -1.8791 1.5 0.1 -1.1
C 0.1532 -4.9223 -1.0474 -0.8 0.3 -0.3
C -0.4232 -3.4344 -1.1439 -0.6 0.3 -0.5
C 0.6675 -2.3253 -0.7312 0.3 -2.6 2.3
C 1.1013 -2.8872 0.7217 -0.8 0.6 0.8
C 1.5149 -1.7994 1.7980 1.5 -1.3 1.3
C 2.5803 -2.5159 2.7752 0.8 0.5 -1.3
C 3.4277 -1.4869 3.6311 0.0 -1.1 0.3
C 4.3324 -0.5036 2.7761 0.7 0.1 1.2
C 5.8949 -0.8070 2.9083 -0.2 0.8 -0.6
N 0.1884 -0.9427 -0.3786 0.3 1.7 -0.3
S -1.4319 -0.5889 -0.0934 -5.5 2.9 -0.5
C -2.0336 -1.3721 1.4775 -0.3 -0.1 0.1
O -2.3538 -0.9619 -1.1853 2.5 -1.3 1.4
O -1.6830 0.8620 0.1088 2.7 -2.5 0.8
C 1.0756 -0.0139 -0.9924 -0.5 -2.1 -2.1
N 1.5991 1.1188 -0.6281 -1.1 -1.0 0.7
Br 1.1860 1.8505 1.0342 0.2 0.3 -0.3
N 1.4454 -0.6426 -2.2617 0.6 2.4 2.3
C 0.2010 -0.4504 -3.0571 -1.0 0.7 -1.3
C 0.4027 -0.0606 -4.5748 -1.4 0.5 0.1
O 0.1402 -1.2034 -5.4001 1.1 1.0 0.1
C 0.2411 -0.8865 -6.7952 -0.7 -1.9 -1.4
C 0.1275 -2.2898 -7.5719 -0.1 -0.4 0.6
C 1.8481 -2.0336 -1.8163 -3.0 0.8 -2.1
N 1.5054 -2.8726 -2.9678 3.6 -1.2 1.4
C 2.3943 -3.1123 -3.8808 0.1 -1.2 -1.0
C 3.0703 -2.1292 -4.8905 0.2 -0.1 -0.4
C 2.7842 -4.6468 -4.1156 -0.2 0.9 0.2
C 3.3215 -1.9261 -1.2512 -0.2 0.6 0.6
I 4.2755 -3.8806 -0.8900 -0.7 0.6 0.1
C 4.3282 -0.9611 -2.0070 1.6 -0.2 -0.1
C 5.6252 -1.6603 -2.6413 0.1 1.6 -0.4
H -1.5078 -5.0574 -5.5475 0.9 -0.1 1.5
H -1.8361 -5.9109 -1.4479 1.0 0.2 -0.7
H -0.3688 -6.9419 -1.7662 -0.6 1.0 -0.1
H 0.0848 -5.2842 0.0241 0.3 0.5 -1.2
H 1.2205 -4.9460 -1.4136 -1.3 -0.1 0.4
H -1.3033 -3.4221 -0.4212 1.1 0.3 -0.7
H -0.8958 -3.2196 -2.1495 0.8 -0.4 1.0
H 1.8509 -3.7205 0.6936 -0.6 1.0 -0.3
H 0.1561 -3.3585 1.1472 1.2 0.5 -0.5
H 2.0553 -0.8981 1.4042 -0.7 -0.8 0.2
H 0.6825 -1.4579 2.4744 0.6 -0.2 -1.1
H 2.1239 -3.3572 3.3681 0.3 1.0 -0.4
H 3.3215 -3.0115 2.0622 -0.8 0.4 0.9
H 4.1430 -2.1123 4.2575 -0.9 0.8 -0.6
H 2.7390 -0.9721 4.3639 0.8 -0.2 -0.9
H 4.1962 0.5306 3.2282 0.0 -1.0 -1.0
H 4.0967 -0.5212 1.6741 0.0 0.2 1.1
H 6.2985 -0.5960 3.9401 -0.6 -0.5 -1.0
H 6.1696 -1.8448 2.5703 -0.3 1.0 0.4
H 6.4129 -0.0611 2.2239 -0.4 -1.0 0.7
H -3.1055 -1.0058 1.5606 1.3 -0.2 -0.5
H -1.4850 -0.9748 2.3732 -0.3 -0.5 -1.1
H -2.0854 -2.4905 1.4151 0.4 1.1 0.0
H 2.2527 1.5820 -1.2660 -0.3 -0.2 0.3
H -0.5499 -1.2866 -3.0240 1.0 0.6 0.1
H -0.3358 0.4427 -2.5921 0.6 -1.1 -0.6
H -0.4260 0.6893 -4.8160 1.0 -0.7 0.4
H 1.3694 0.4720 -4.8051 -0.6 -0.8 0.3
H -0.6561 -0.2869 -7.1252 1.2 -0.1 0.5
H 1.2300 -0.4455 -7.1070 -1.0 0.1 0.7
H -0.7995 -2.3576 -8.2063 1.0 0.2 0.5
H 0.0452 -3.1371 -6.8169 0.1 1.1 -0.7
H 1.0370 -2.5190 -8.1930 -1.0 0.4 0.5
H 3.0020 -1.0411 -4.6335 0.0 -1.1 0.0
H 4.1396 -2.4025 -5.1561 -1.3 0.2 0.6
H 2.4992 -2.2548 -5.8690 0.5 0.0 1.3
H 3.9176 -4.6851 -4.1012 -1.2 0.1 -0.4
H 2.3680 -5.0536 -5.0779 0.5 0.3 1.0
H 2.4550 -5.2288 -3.2049 0.1 0.6 -1.3
H 3.2224 -1.5090 -0.1976 0.0 -0.7 -1.2
H 4.7595 -0.2344 -1.2425 -0.7 -0.9 -0.8
H 3.8983 -0.3233 -2.8198 -0.2 -0.8 0.9
H 5.3847 -2.4932 -3.3510 0.3 0.6 1.0
H 6.4010 -1.9232 -1.8671 -1.1 -0.1 -0.9
H 6.1092 -0.8456 -3.2752 -0.5 -1.0 0.7
C -1.4496 2.8840 -1.6344 -0.1 0.2 -0.1
O -1.8552 4.2053 -1.9867 0.1 0.1 -0.2
C -3.0051 4.2587 -2.6766 -0.1 0.3 0.0
O -3.6788 3.3133 -2.9995 0.2 0.1 0.1
O -3.2707 5.5422 -2.9410 0.2 -0.3 0.1
C -4.4770 5.7526 -3.6767 -0.4 0.2 -0.2
H -0.5132 2.9601 -1.0818 -0.1 0.3 0.0
H -2.1885 2.4148 -0.9967 0.0 0.2 -0.4
H -1.2767 2.2841 -2.5315 -0.2 0.0 0.0
H -5.3392 5.3931 -3.1133 0.1 -0.1 -0.1
H -4.4234 5.2657 -4.6515 0.0 -0.1 0.1
H -4.5869 6.8250 -3.8310 0.2 -0.1 0.2
C -2.3392 3.9240 5.8582 0.2 0.0 0.4
O -3.2540 3.9699 4.7635 0.1 -0.1 -0.3
C -2.7140 3.6447 3.5842 -0.4 0.1 0.0
O -1.5596 3.3314 3.3984 -0.1 0.0 0.0
O -3.6705 3.7276 2.6556 0.3 0.0 0.3
C -3.2426 3.4069 1.3324 0.0 -0.1 -0.4
H -2.8829 4.2047 6.7587 -0.2 0.0 -0.2
H -1.9483 2.9139 5.9918 0.1 0.1 -0.1
H -1.5260 4.6357 5.7098 0.0 -0.1 0.0
H -2.8886 2.3771 1.2819 0.1 0.2 0.1
H -2.4660 4.0991 0.9998 0.1 -0.1 0.1
H -4.1040 3.5096 0.6728 -0.1 0.0 0.3
C 2.5459 4.8649 10.5460 0.2 0.0 0.4
O 1.6305 4.9107 9.4509 0.0 -0.1 -0.3
C 2.1692 4.5851 8.2702 -0.1 0.1 0.2
O 3.3157 4.2713 8.0764 -0.3 0.0 0.0
O 1.2079 4.6688 7.3377 0.0 0.0 0.2
C 1.6438 4.3462 6.0194 0.0 0.0 -0.4
H 1.9995 5.1463 11.4450 -0.2 0.0 -0.2
H 2.9365 3.8551 10.6795 0.1 0.1 -0.1
H 3.3594 5.5763 10.3978 0.0 -0.2 -0.1
H 1.9989 3.3150 5.9724 0.1 0.1 0.1
H 2.4219 5.0367 5.6900 0.1 -0.1 0.1
H 0.7882 4.4465 5.3521 -0.1 0.0 0.2
C -5.4539 0.1918 -0.3460 0.3 -0.1 -0.3
O -6.7227 -0.0561 0.2554 -0.1 0.1 0.2
C -7.2059 0.9795 0.9570 -0.2 -0.1 0.0
O -6.6654 2.0470 1.1039 0.0 -0.2 0.0
O -8.3905 0.6206 1.4648 0.3 0.0 -0.2
C -9.0268 1.6352 2.2428 -0.3 0.3 0.3
H -5.1590 -0.7070 -0.8860 -0.2 0.0 0.1
H -5.5187 1.0159 -1.0583 0.1 0.1 0.2
H -4.7005 0.3998 0.4172 -0.1 0.2 -0.1
H -9.2328 2.5157 1.6327 0.2 0.0 0.1
H -8.4143 1.8994 3.1062 0.0 0.1 -0.2
H -9.9734 1.2324 2.6001 0.1 -0.2 -0.2
```
Positions in Å, forces in eV/Å.

These are the Löwdin partial charges, in e, on atoms 1 to 2: C 0.08; C -0.13

---

ORCA calculation (the ωB97M-V functional and the def2-TZVPD basis) on a 7-piece molecular cluster, C7H28O7 overall at a distorted geometry.

The HOMO energy (spin up / spin down) is -12.0105 / -12.0103 eV. Its HOMO-LUMO gap (spin up / spin down) is 9.19 / 2.24 eV. The spin multiplicity is 2. The calculation puts the total energy at -22032.469 eV. As for the net charge: +1.

Structure (XYZ):
```
42
Properties=species:S:1:pos:R:3:forces:R:3
C 0.8445 3.3843 0.0126 -0.3 -0.2 0.0
O -0.4427 2.7911 0.3170 0.8 0.8 -0.5
H 1.0894 4.3026 0.5465 -0.6 -0.1 0.6
H 1.6239 2.6610 0.2525 0.2 0.1 -0.2
H 0.8942 3.7063 -1.0275 -0.1 -0.4 -0.3
H -0.2554 1.8907 0.5923 0.0 -0.3 0.5
C 0.8254 0.6140 -2.5567 -0.6 0.6 0.1
O 0.2347 0.7224 -3.8396 1.7 0.2 1.0
H 0.1775 0.9759 -1.7584 -0.5 0.3 -0.1
H 0.8625 -0.4581 -2.3636 0.4 -0.7 0.0
H 1.8044 1.0830 -2.4581 0.2 -0.3 -0.8
H -0.6662 1.0082 -3.6710 -1.7 0.3 0.2
C -2.9182 1.8972 -1.5681 -0.4 1.4 0.3
O -2.2214 1.1647 -2.5147 1.6 -0.4 -0.8
H -2.9819 1.4008 -0.5999 0.2 0.0 0.2
H -2.4244 2.8667 -1.5016 -0.2 -0.2 0.4
H -3.9413 2.0294 -1.9202 -0.2 0.1 0.0
H -2.7221 0.3630 -2.6830 -0.7 -1.1 -0.4
C -0.7899 -0.7962 0.5581 0.0 -1.1 0.2
O 0.1696 -0.0068 1.1893 -0.1 1.5 0.2
H -0.2770 -1.2485 -0.2907 -0.7 -0.3 -0.5
H -1.1557 -1.5737 1.2288 0.2 -0.4 0.0
H -1.7051 -0.2603 0.3068 0.4 0.5 -0.3
H 1.0270 -0.4383 1.1698 0.2 -0.1 0.4
C 3.8215 -0.9244 4.8362 0.9 0.1 -0.6
O 2.5595 -1.4260 4.4572 -0.3 0.0 0.0
H 3.7646 -0.1193 5.5688 -0.2 -0.3 0.3
H 4.4805 -1.7388 5.1372 -0.2 0.0 0.6
H 4.3646 -0.4894 3.9972 -0.2 0.2 -0.3
H 2.4646 -1.2747 3.5140 0.0 0.2 0.1
C 2.5316 -2.3887 1.3102 0.8 -0.8 -1.3
O 2.9133 -1.0709 1.5686 -0.3 1.6 1.0
H 2.0622 -2.8509 2.1787 -0.1 0.3 -0.1
H 1.9122 -2.3724 0.4135 -0.5 -0.6 0.1
H 3.4384 -2.9393 1.0597 -0.1 -0.5 0.1
H 3.1506 -0.5867 0.7743 0.3 -0.3 0.0
C -3.9920 -1.8201 -1.7552 0.1 -0.8 1.0
O -3.7739 -1.0867 -2.9365 0.0 0.4 -0.3
H -4.4411 -2.7997 -1.9191 0.0 0.0 -0.4
H -3.0235 -2.0095 -1.2922 0.0 0.1 0.0
H -4.6388 -1.2977 -1.0504 0.1 0.2 0.1
H -4.6461 -0.8842 -3.2827 0.0 0.1 -0.4
```
Positions in Å, forces in eV/Å.

These are the natural (NBO) partial charges, in e, on atoms 1 to 2: C -0.26; O -0.74